(1)
60
Properties=species:S:1:pos:R:3 method="wB97M-V/def2-TZVPD" charge=-1 homo_energy_ev=-4.53 total_energy_ev=-63081.1713
N 6.72982 -3.90912 -0.85745
C 5.57209 -3.18543 -1.40048
C 4.69760 -2.48531 -0.36901
C 3.58702 -1.64492 -1.01980
C 3.92259 -0.14634 -1.05489
O 3.44557 0.37055 0.15203
B 2.61647 -0.68672 0.83456
C 1.20977 -0.09423 1.38236
C 0.44034 0.70773 0.31608
C -0.61455 -0.03862 -0.54486
C -0.59764 -1.57546 -0.47351
S -1.91900 -2.16353 0.54435
O -1.95783 -1.54698 1.83171
O -3.12947 -2.23075 -0.23109
Cl -1.34400 -4.11422 0.84398
O 2.38965 -1.67963 -0.29532
H 6.41370 -4.75831 -0.40531
H 7.16325 -3.34955 -0.13150
H 5.93914 -2.45547 -2.12998
H 4.96993 -3.90642 -1.96158
H 5.32842 -1.84674 0.25841
H 4.23541 -3.21538 0.30133
H 3.43778 -2.01580 -2.04569
H 3.39873 0.32331 -1.90635
H 5.00042 0.03508 -1.18483
H 3.26187 -1.22187 1.75668
H 0.59103 -0.89455 1.80438
H 1.41621 0.58126 2.21926
H -0.06638 1.56538 0.77361
H 1.18257 1.12865 -0.36775
H -1.62404 0.32162 -0.32246
H -0.44790 0.19958 -1.59788
H 0.35637 -1.96887 -0.12213
H -0.82812 -2.03185 -1.43746
C -6.55158 -1.41160 -0.85614
C -6.25589 -1.55836 -2.32381
C -5.00328 -0.85558 -2.80092
O -5.32809 -0.51884 -4.15682
C -6.67418 -0.43631 -4.25595
O -7.25974 -0.00789 -5.19900
O -7.26175 -0.90957 -3.13411
H -7.44755 -1.96618 -0.58068
H -5.70692 -1.79424 -0.28089
H -6.70228 -0.36053 -0.60721
H -6.23602 -2.61136 -2.61827
H -4.11250 -1.47551 -2.76885
H -4.82695 0.06814 -2.24418
C -0.43998 6.24466 3.01252
C 0.39804 5.07784 2.55952
C -0.18102 3.70434 2.84018
O 0.98761 2.90801 3.01069
C 1.99561 3.70960 3.42407
O 3.04088 3.34900 3.84748
O 1.62587 5.01771 3.30132
H 0.03440 7.18966 2.75182
H -1.41915 6.20573 2.53237
H -0.57489 6.21162 4.09416
H 0.65840 5.16579 1.50035
H -0.77326 3.29498 2.02597
H -0.76263 3.69183 3.76702

***

(2)
56
Properties=species:S:1:pos:R:3 method="wB97M-V/def2-TZVPD" charge=0 homo_energy_ev=-10.40 e_above_lowest_kcal_mol=0.00 total_energy_ev=-580398.2440 smiles=BrCCBr.BrCCBr.BrCCBr.BrCCBr.CCCC#N.CCCC#N
Br 4.19918 6.29997 -0.56469
C 3.17380 4.63572 -0.47061
C 3.81895 3.53593 -1.29413
Br 2.77139 1.89597 -1.10341
H 2.21726 4.95088 -0.87787
H 3.05110 4.36553 0.57223
H 4.82754 3.39681 -0.90775
H 3.92363 3.74340 -2.35345
Br -0.71373 -4.27863 6.65941
C -1.55441 -2.86592 5.54991
C -0.50042 -2.08016 4.79437
Br 0.12565 -3.03681 3.19392
H -2.27789 -2.26546 6.09917
H -2.21531 -3.36737 4.83978
H 0.36491 -1.90688 5.42512
H -0.98866 -1.14132 4.53453
Br -1.46062 -0.91834 0.04169
C 0.08523 -2.14462 -0.30040
C 1.40640 -1.46151 0.09618
Br 2.73994 -2.87579 0.28860
H 0.08249 -2.33289 -1.36515
H -0.04792 -3.01498 0.32846
H 1.36795 -0.89800 1.01992
H 1.69514 -0.80002 -0.71481
Br -1.83477 -3.68726 -2.81941
C -2.70196 -4.24486 -4.51162
C -3.90637 -5.08134 -4.13229
Br -4.83419 -5.73445 -5.77555
H -1.93804 -4.82861 -5.01507
H -2.94869 -3.40370 -5.15230
H -4.59814 -4.54899 -3.48956
H -3.57486 -5.99011 -3.64080
C -2.81469 1.62188 -3.53138
C -1.50083 1.28521 -2.80459
C -0.24446 1.85495 -3.46129
C -0.28425 3.31060 -3.55000
N -0.39680 4.44889 -3.62169
H -2.98037 2.69455 -3.44760
H -3.66623 1.09806 -3.08942
H -2.84021 1.20967 -4.54324
H -1.47231 0.19792 -2.71378
H -1.66394 1.60661 -1.77441
H -0.11229 1.37765 -4.43595
H 0.65762 1.50391 -2.95538
C 0.28012 2.08371 3.85190
C 1.16791 1.74323 2.65340
C 2.29597 0.75587 2.97987
C 2.93957 0.97464 4.28149
N 3.50115 1.18300 5.25806
H 0.15810 1.16443 4.42611
H -0.63631 2.65064 3.69182
H 0.79238 2.81317 4.49127
H 1.59817 2.65171 2.22614
H 0.55074 1.32718 1.85325
H 3.04175 0.77766 2.18702
H 1.87465 -0.25135 3.07400

***

(3)
58
Properties=species:S:1:pos:R:3 method="wB97M-V/def2-TZVPD" charge=+1 homo_energy_ev=-7.66 total_energy_ev=-122702.5407
C -1.94171 -2.32569 -2.98464
C -1.95199 -1.52079 -1.90633
C -0.78189 -0.82136 -1.35455
C -0.54269 -0.93354 0.01500
C 0.51307 -0.30029 0.62692
C 1.34852 0.48373 -0.14101
P 2.73719 1.36640 0.62241
O 3.33325 2.38114 -0.48184
O 3.94777 0.32452 1.12015
S 2.01368 2.42506 2.08141
N 1.11121 0.56252 -1.45483
C 0.09552 -0.04915 -2.06775
H -1.57197 -2.05961 -3.96770
H -2.39122 -3.30698 -2.88588
H -2.89735 -1.33916 -1.40270
H -1.19119 -1.51749 0.65102
H 0.66739 -0.39708 1.68763
H 3.11904 3.26696 -0.14805
H 4.79080 0.81903 1.10256
H 1.74333 1.14114 -2.00193
H -0.00126 0.08232 -3.13326
C -2.09375 2.57052 3.04157
C -3.56573 2.35966 2.76766
O -3.88812 0.97554 2.55022
C -3.61825 0.13931 3.62267
C -4.38710 0.47110 4.89762
H -1.48551 2.11635 2.25746
H -1.86104 3.63236 3.08784
H -1.79145 2.12639 3.99367
H -3.84836 2.88307 1.85737
H -4.18404 2.77479 3.56782
H -2.51623 0.12566 3.82452
H -3.89954 -0.87252 3.29303
H -4.07712 1.42710 5.31624
H -4.22420 -0.29433 5.67230
H -5.45369 0.52942 4.69169
C -1.49580 3.38702 -2.64796
N -0.57591 3.71651 -1.52247
O -1.07111 4.03482 -0.46740
O 0.61814 3.64432 -1.74746
H -2.51594 3.49662 -2.30112
H -1.28182 4.07872 -3.45694
H -1.29376 2.36355 -2.94765
C 4.10415 -3.02077 -3.08542
C 4.03078 -2.91034 -1.56456
C 2.53448 -2.80265 -1.33349
O 1.89659 -3.53242 -2.38678
C 2.86640 -3.85226 -3.39738
H 5.02382 -3.47387 -3.44901
H 4.01159 -2.02854 -3.53662
H 4.41562 -3.82229 -1.10731
H 4.58300 -2.06796 -1.15251
H 2.20171 -1.75809 -1.39356
H 2.22590 -3.21064 -0.37009
H 3.08100 -4.92320 -3.33691
H 2.44859 -3.63874 -4.38202
Br 5.16200 -1.42692 2.14676
Li -2.22484 -1.49897 5.02162

***

(4)
59
Properties=species:S:1:pos:R:3 method="wB97M-V/def2-TZVPD" charge=-1 homo_energy_ev=-4.82 total_energy_ev=-49498.4690
C -5.25115 0.46536 1.96575
C -4.29908 1.22704 0.95345
O -4.10444 2.61944 1.25529
C -2.82229 3.07998 0.79207
C -2.90319 3.59750 -0.73939
O -1.84466 3.09698 -1.55683
C -0.57992 3.76848 -1.29405
In 0.92513 2.18764 -0.68464
C 2.51219 2.98049 0.77150
C 2.62135 1.91698 1.95627
O 3.92965 1.89012 2.60176
C 3.84080 0.84060 3.59253
C 4.85965 -0.35156 3.29234
F 6.02501 0.16239 2.71132
F 4.28588 -1.21649 2.36753
F 5.20679 -1.00402 4.48929
O 1.91739 1.27289 -2.28489
C 1.56686 -0.10146 -2.44768
C 2.09515 -1.05857 -1.26949
O 1.10015 -2.01346 -0.84828
C 0.74846 -1.92073 0.53674
C -0.84557 -1.66352 0.60704
H -5.65406 -0.44503 1.40226
H -4.69661 0.04822 2.86900
H -6.14363 1.06077 2.31864
H -3.30601 0.65540 0.94960
H -4.67912 1.16474 -0.12003
H -2.49410 3.99103 1.40049
H -1.98740 2.31784 0.91696
H -2.87207 4.74231 -0.73539
H -3.93235 3.26901 -1.10970
H -0.73656 4.42243 -0.36515
H -0.23722 4.46332 -2.12159
H -0.01501 0.97217 0.28985
H 2.22447 4.01851 1.12152
H 3.50733 2.94874 0.22220
H 2.46281 0.88448 1.48844
H 1.79419 2.13721 2.70087
H 3.98117 1.21459 4.65000
H 2.80438 0.35997 3.56523
H 2.06634 -0.45049 -3.42201
H 0.44364 -0.27509 -2.61225
H 2.95348 -1.66469 -1.72719
H 2.55380 -0.42872 -0.45274
H 1.29819 -1.13731 1.13154
H 0.90379 -2.91577 1.08067
H -1.44644 -2.59765 0.40147
H -1.14251 -1.12077 1.55885
H -1.05412 -0.92854 -0.24223
C -0.15262 -3.77377 -3.36791
C 0.19077 -5.22357 -3.23097
O -0.95539 -5.76504 -2.60289
C -1.99751 -4.98056 -3.00077
O -3.14555 -5.28613 -2.89119
O -1.56674 -3.81180 -3.54499
F 1.25700 -5.39989 -2.41326
H 0.08574 -3.19587 -2.47045
H 0.33750 -3.30862 -4.22382
H 0.36625 -5.73752 -4.18071

***

What did the second record say?
56
Properties=species:S:1:pos:R:3 method="wB97M-V/def2-TZVPD" charge=0 homo_energy_ev=-10.40 e_above_lowest_kcal_mol=0.00 total_energy_ev=-580398.2440 smiles=BrCCBr.BrCCBr.BrCCBr.BrCCBr.CCCC#N.CCCC#N
Br 4.19918 6.29997 -0.56469
C 3.17380 4.63572 -0.47061
C 3.81895 3.53593 -1.29413
Br 2.77139 1.89597 -1.10341
H 2.21726 4.95088 -0.87787
H 3.05110 4.36553 0.57223
H 4.82754 3.39681 -0.90775
H 3.92363 3.74340 -2.35345
Br -0.71373 -4.27863 6.65941
C -1.55441 -2.86592 5.54991
C -0.50042 -2.08016 4.79437
Br 0.12565 -3.03681 3.19392
H -2.27789 -2.26546 6.09917
H -2.21531 -3.36737 4.83978
H 0.36491 -1.90688 5.42512
H -0.98866 -1.14132 4.53453
Br -1.46062 -0.91834 0.04169
C 0.08523 -2.14462 -0.30040
C 1.40640 -1.46151 0.09618
Br 2.73994 -2.87579 0.28860
H 0.08249 -2.33289 -1.36515
H -0.04792 -3.01498 0.32846
H 1.36795 -0.89800 1.01992
H 1.69514 -0.80002 -0.71481
Br -1.83477 -3.68726 -2.81941
C -2.70196 -4.24486 -4.51162
C -3.90637 -5.08134 -4.13229
Br -4.83419 -5.73445 -5.77555
H -1.93804 -4.82861 -5.01507
H -2.94869 -3.40370 -5.15230
H -4.59814 -4.54899 -3.48956
H -3.57486 -5.99011 -3.64080
C -2.81469 1.62188 -3.53138
C -1.50083 1.28521 -2.80459
C -0.24446 1.85495 -3.46129
C -0.28425 3.31060 -3.55000
N -0.39680 4.44889 -3.62169
H -2.98037 2.69455 -3.44760
H -3.66623 1.09806 -3.08942
H -2.84021 1.20967 -4.54324
H -1.47231 0.19792 -2.71378
H -1.66394 1.60661 -1.77441
H -0.11229 1.37765 -4.43595
H 0.65762 1.50391 -2.95538
C 0.28012 2.08371 3.85190
C 1.16791 1.74323 2.65340
C 2.29597 0.75587 2.97987
C 2.93957 0.97464 4.28149
N 3.50115 1.18300 5.25806
H 0.15810 1.16443 4.42611
H -0.63631 2.65064 3.69182
H 0.79238 2.81317 4.49127
H 1.59817 2.65171 2.22614
H 0.55074 1.32718 1.85325
H 3.04175 0.77766 2.18702
H 1.87465 -0.25135 3.07400

***

> Look up the charge of the third one.

+1